This record from the Open Molecules 2025 dataset describes a molecular structure, C36H28ClP2Zn. The level of theory is ωB97M-V with the def2-TZVPD basis set.

XYZ file:
```
68
Properties=species:S:1:pos:R:3
Zn -1.170 -0.374 0.124
C 2.347 -1.795 -4.397
C 1.184 -2.516 -4.172
C 0.684 -2.663 -2.884
C 1.359 -2.088 -1.813
C 2.525 -1.353 -2.048
C 3.022 -1.213 -3.332
P 0.757 -2.123 -0.095
C 1.901 -3.227 0.792
C 3.052 -3.769 0.230
C 3.884 -4.571 1.000
C 3.576 -4.829 2.326
C 2.424 -4.296 2.890
C 1.593 -3.493 2.128
C -0.822 -3.022 -0.157
C -0.966 -4.407 -0.178
C -2.240 -4.952 -0.222
C -3.352 -4.120 -0.254
C -3.210 -2.737 -0.231
C -1.941 -2.176 -0.165
H 2.726 -1.686 -5.405
H 0.661 -2.967 -5.004
H -0.228 -3.221 -2.716
H 3.048 -0.904 -1.209
H 3.928 -0.647 -3.503
H 3.292 -3.587 -0.809
H 4.774 -4.997 0.557
H 4.232 -5.448 2.924
H 2.174 -4.504 3.922
H 0.687 -3.083 2.561
H -0.092 -5.049 -0.154
H -2.365 -6.027 -0.233
H -4.345 -4.551 -0.286
H -4.092 -2.110 -0.251
Cl -0.692 -0.037 2.722
C -0.826 1.660 3.077
C -0.891 2.044 4.406
C -1.015 3.387 4.717
C -1.087 4.335 3.705
C -1.030 3.937 2.383
C -0.884 2.592 2.043
P -0.837 2.091 0.282
C -2.328 2.879 -0.387
C -2.371 3.714 -1.495
C -3.599 4.135 -1.990
C -4.777 3.715 -1.394
C -4.737 2.883 -0.281
C -3.519 2.462 0.218
C 0.701 2.799 -0.355
C 1.711 1.880 -0.644
C 2.965 2.319 -1.034
C 3.216 3.679 -1.148
C 2.207 4.595 -0.882
C 0.952 4.163 -0.487
H -0.851 1.295 5.185
H -1.066 3.690 5.754
H -1.196 5.382 3.956
H -1.115 4.674 1.595
H -1.454 4.041 -1.971
H -3.634 4.790 -2.850
H -5.730 4.030 -1.797
H -5.654 2.558 0.194
H -3.485 1.823 1.096
H 1.507 0.818 -0.568
H 3.746 1.603 -1.250
H 4.194 4.024 -1.456
H 2.400 5.655 -0.979
H 0.174 4.892 -0.298
```

Its HOMO energy is -0.39922 hartree. As for the maximum force: 0.70 eV Å⁻¹. As for the total energy: -4310.6762 Ha. Its total charge is +1.